No. 1
Formula: C20H26B3FN6O4S
Source: the Open Molecules 2025 dataset
Level of theory: ωB97M-V with the def2-TZVPD basis set

The geometry in XYZ format:
```
61
Properties=species:S:1:pos:R:3:forces:R:3:lowdin_charge:R:1
F 1.3118 2.4078 1.6094 -0.3 0.0 0.1 0.292
B 0.5201 3.2956 1.0353 -0.2 0.3 0.4 -0.739
O 0.5646 4.6193 1.4019 0.3 0.0 -0.4 0.309
B 0.3673 5.5049 0.3592 -0.2 -0.1 0.1 -0.273
O 0.2843 5.0002 -0.9281 -0.2 0.0 0.1 0.254
B -0.0728 3.6792 -1.1394 -0.1 0.3 0.2 -0.521
C -0.1702 3.0233 -2.5497 -0.4 0.2 0.0 -0.097
C -0.3342 3.9838 -3.7309 -0.2 -0.1 0.1 -0.451
S 1.1512 4.9008 -4.2430 0.0 0.0 0.1 1.001
C 2.2659 3.5963 -4.5442 0.0 0.0 -0.2 -0.697
N 2.7050 3.1862 -5.6804 0.0 -0.1 -0.1 0.064
N 3.6406 2.1857 -5.4084 -0.2 0.2 -0.4 0.062
C 3.6827 2.0820 -4.1375 0.2 -0.1 0.1 -0.196
O 2.8549 2.9381 -3.5039 0.1 -0.1 0.3 0.017
O -0.3252 2.9265 0.0123 0.7 -0.5 -0.3 0.305
H 0.2330 6.6611 0.5751 0.1 0.0 -0.1 0.118
H -1.0373 2.3498 -2.5180 0.1 0.0 -0.1 0.127
H 0.6986 2.3758 -2.6883 -0.1 -0.1 0.0 0.105
H -1.0304 4.7865 -3.4686 0.1 0.0 -0.1 0.081
H -0.7568 3.4708 -4.5961 0.2 0.0 0.0 0.084
H 4.2956 1.3933 -3.5762 -0.1 0.1 0.2 0.124
C 3.7554 -0.3055 -0.8841 0.0 0.0 0.0 -0.111
C 4.7239 -1.0750 -0.1842 0.0 0.0 0.0 -0.113
C 5.0130 -2.1657 -0.9590 0.0 0.0 0.0 -0.146
N 4.2578 -2.0872 -2.0975 0.0 0.0 0.0 0.012
C 3.4877 -0.9585 -2.0594 0.0 0.0 -0.1 -0.158
H 3.3038 0.6174 -0.5574 0.0 0.0 0.0 0.087
H 5.1499 -0.8564 0.7801 0.0 0.0 0.0 0.097
H 5.6870 -2.9887 -0.7952 0.0 0.0 0.0 0.106
H 4.2652 -2.7565 -2.8449 0.0 0.0 0.0 0.145
H 2.8158 -0.7184 -2.8664 0.0 0.0 0.0 0.104
C -3.8221 0.1448 3.2548 -0.1 -0.1 0.0 -0.135
C -4.4147 1.4358 3.1708 0.0 0.0 0.0 -0.108
C -3.6093 2.1979 2.3675 0.0 0.0 0.0 -0.133
N -2.5590 1.4182 1.9665 0.1 0.0 0.0 0.021
C -2.6800 0.1664 2.4974 0.0 0.0 0.0 -0.128
H -4.1910 -0.7016 3.8123 0.0 0.0 0.1 0.091
H -5.3245 1.7639 3.6448 0.0 0.0 0.0 0.091
H -3.6957 3.2224 2.0486 0.0 0.0 0.0 0.107
H -1.8177 1.7136 1.3549 -0.1 0.0 -0.1 0.119
H -1.9511 -0.5991 2.2939 0.0 0.0 0.0 0.111
C 2.7181 -3.3894 1.7130 0.0 0.0 0.0 -0.110
C 2.0435 -3.3619 2.9646 0.0 0.0 0.0 -0.109
C 2.6330 -4.2994 3.7699 0.0 0.0 0.0 -0.145
N 3.6357 -4.8930 3.0540 0.0 0.0 0.0 -0.002
C 3.6949 -4.3444 1.8012 0.0 0.0 0.0 -0.145
H 2.5141 -2.7760 0.8511 0.0 0.0 0.0 0.083
H 1.2197 -2.7253 3.2413 0.0 0.0 0.0 0.086
H 2.4254 -4.5912 4.7850 0.0 0.0 0.0 0.104
H 4.2354 -5.6207 3.3952 0.0 0.0 0.0 0.141
H 4.4240 -4.6774 1.0829 0.0 0.0 0.0 0.098
C -6.3987 -3.4913 -0.2939 0.0 0.0 0.0 -0.118
C -5.8469 -4.3077 0.7306 0.0 0.0 0.0 -0.117
C -5.3565 -3.4698 1.6976 0.0 0.0 0.0 -0.146
N -5.5895 -2.1842 1.2976 0.0 0.0 0.0 0.010
C -6.2239 -2.1868 0.0877 0.0 0.0 0.0 -0.144
H -6.8691 -3.8237 -1.2041 0.0 0.0 0.0 0.086
H -5.8139 -5.3841 0.7541 0.0 0.0 0.0 0.087
H -4.8637 -3.6811 2.6313 0.0 0.0 0.0 0.103
H -5.3277 -1.3622 1.8148 0.1 0.0 0.0 0.107
H -6.4966 -1.2655 -0.3978 0.0 0.0 0.0 0.103
```
Forces are in eV/Å.

Output
SMILES = FB1OBOB(CCSc2nnco2)O1.c1cc[nH]c1.c1cc[nH]c1.c1cc[nH]c1.c1cc[nH]c1
Kohn-Sham gap = 8.205 eV
total energy = -1980.1037 Eh
total charge = 0


No. 2
Formula: C20H26ClF16IO6S
Source: the Open Molecules 2025 dataset
Level of theory: ωB97M-V with the def2-TZVPD basis set

The geometry in XYZ format:
```
71
Properties=species:S:1:pos:R:3:forces:R:3:lowdin_charge:R:1
C 6.0003 0.0375 0.0647 0.1 0.0 0.0 -0.072
C 5.7749 1.2726 0.9390 0.1 0.0 -0.1 -0.430
C 5.5049 2.5111 0.0837 0.0 0.0 0.0 -0.079
C 4.6746 1.0503 1.9791 -0.1 -0.1 0.0 -0.189
C 3.2957 0.8681 1.3446 0.0 0.1 0.0 -0.170
C 2.2925 0.1198 2.1930 0.1 -0.4 0.0 -0.740
Cl 2.2336 0.7210 3.8559 -0.1 0.1 0.1 0.813
O 2.7423 -1.2686 2.2567 0.2 0.5 0.3 -0.191
S 1.7649 -2.2347 1.4822 0.0 -0.1 -0.1 0.558
O 0.8880 -2.8504 2.4080 -0.2 -0.2 0.1 -0.198
O 2.5047 -3.0177 0.5657 0.1 -0.2 -0.3 -0.212
O 1.0180 -1.0971 0.6830 -0.2 0.1 0.0 -0.145
C 0.8610 0.0135 1.6067 0.1 0.0 0.1 -0.325
C 0.3214 1.1917 0.8363 0.0 0.0 -0.1 -0.178
C 0.1093 2.4720 1.6396 0.0 0.0 0.0 -0.286
C -0.8216 2.4107 2.8478 0.1 0.2 0.0 -0.634
I -2.6004 1.2738 2.5567 -0.1 -0.1 0.0 0.852
H 6.9777 0.0814 -0.4184 0.0 0.0 0.0 0.079
H 5.9628 -0.8819 0.6518 0.0 0.0 0.0 0.083
H 5.2570 -0.0377 -0.7317 0.0 0.0 0.0 0.075
H 6.7013 1.4540 1.4922 0.0 0.0 0.1 0.132
H 6.4036 2.8163 -0.4534 0.0 0.0 0.0 0.079
H 5.1793 3.3540 0.6980 0.0 0.0 0.0 0.079
H 4.7288 2.3186 -0.6611 0.0 0.0 0.0 0.077
H 4.9190 0.1708 2.5802 0.0 0.0 0.0 0.116
H 4.6454 1.9033 2.6604 0.0 0.0 0.0 0.108
H 3.3882 0.2818 0.4273 -0.1 0.1 -0.1 0.133
H 2.8706 1.8359 1.0801 0.0 0.0 0.0 0.115
H 0.1777 -0.3045 2.3977 0.0 0.1 0.0 0.122
H 0.9965 1.3867 0.0005 0.0 0.1 0.0 0.128
H -0.6308 0.8835 0.4020 0.0 -0.1 0.0 0.092
H 1.0738 2.8434 1.9999 0.0 0.1 0.0 0.103
H -0.2799 3.2196 0.9477 0.0 0.0 0.0 0.101
H -0.3383 2.0057 3.7307 0.0 -0.1 0.0 0.012
H -1.1840 3.4072 3.0829 0.1 0.0 0.0 0.034
C -6.8164 5.1293 -0.4879 -0.3 -0.1 0.2 -0.039
C -6.6545 5.0907 -2.0120 0.0 0.0 -0.1 -0.443
C -6.1648 3.7794 -2.6386 0.0 0.0 0.0 -0.304
F -4.9233 3.4850 -2.1977 -0.1 -0.1 -0.1 0.093
F -6.1147 3.9317 -3.9786 0.0 0.0 0.0 0.103
F -5.8851 6.1108 -2.4322 0.0 0.0 0.0 0.143
F -7.9151 5.2689 -2.5184 0.1 0.0 0.0 0.097
O -5.7301 5.6863 0.2226 0.2 0.2 -0.3 0.056
C -4.7409 4.9132 0.7445 0.0 0.0 0.2 -0.552
C -3.3658 5.3217 0.1924 -0.1 0.0 0.0 -0.273
F -3.3383 5.1853 -1.1457 0.1 0.1 0.1 0.106
F -2.4317 4.4962 0.7251 0.1 0.0 0.0 0.069
F -4.9613 3.6019 0.5647 0.0 -0.1 0.0 0.130
F -4.6905 5.1356 2.0847 0.0 -0.1 -0.1 0.134
H -7.6467 5.8108 -0.3125 0.0 0.0 0.0 0.151
H -7.0922 4.1464 -0.1054 0.0 0.0 -0.1 0.148
H -6.8443 2.9585 -2.3959 0.0 0.0 0.0 0.174
H -3.1421 6.3540 0.4660 0.0 0.0 0.0 0.176
C 1.6248 -6.0771 -2.0168 0.3 0.0 0.1 -0.035
C 0.6624 -4.9257 -2.3301 0.0 0.0 0.0 -0.439
C -0.2328 -4.4377 -1.1879 0.0 0.1 0.0 -0.298
F -1.0842 -5.4109 -0.8010 0.1 0.1 0.0 0.098
F -0.9651 -3.3889 -1.6308 0.0 0.0 0.0 0.099
F -0.0849 -5.2066 -3.4151 0.0 0.0 0.0 0.140
F 1.4595 -3.8547 -2.6320 0.0 0.0 0.0 0.099
O 1.1789 -7.3651 -2.3929 -0.3 0.1 -0.2 0.053
C 0.5464 -8.1952 -1.5217 0.1 -0.2 0.1 -0.549
C -0.8368 -8.6091 -2.0494 0.1 0.0 0.0 -0.286
F -1.6104 -7.5215 -2.2298 0.0 -0.1 0.0 0.101
F -1.4280 -9.4094 -1.1345 0.0 0.0 0.0 0.098
F 0.4584 -7.6803 -0.2850 0.0 0.0 0.1 0.155
F 1.2729 -9.3419 -1.4285 0.0 0.1 0.1 0.134
H 2.4960 -5.8894 -2.6416 0.0 0.0 0.0 0.150
H 1.9380 -6.0384 -0.9733 -0.1 0.0 0.0 0.149
H 0.3778 -4.1177 -0.3417 0.0 0.0 0.0 0.145
H -0.7278 -9.1477 -2.9924 0.0 0.0 0.0 0.174
```
Forces are in eV/Å.

Output
Kohn-Sham gap = 9.978 eV
total energy = -3983.0865 Eh
total charge = 0


No. 3
Formula: C20H26CrN4O5S
Source: the Open Molecules 2025 dataset
Level of theory: ωB97M-V with the def2-TZVPD basis set

The geometry in XYZ format:
```
57
Properties=species:S:1:pos:R:3:forces:R:3:mulliken_spin:R:1
Cr 0.5306 0.0191 -0.3267 -0.2 0.0 0.5 4.020
C -6.4350 -0.4583 2.1002 0.6 -1.7 0.5 0.000
C -4.9129 -0.6312 2.1273 -0.9 0.2 -0.1 0.006
C -4.1296 -0.2408 1.0531 1.1 -0.6 0.2 0.021
C -2.7543 -0.4904 1.0489 -0.1 0.0 0.6 0.178
C -2.1404 -1.0808 2.1447 0.3 0.0 0.0 -0.015
C -2.9043 -1.3686 3.2694 0.5 -0.4 0.0 -0.003
C -4.2947 -1.1719 3.2426 0.7 -0.4 1.1 -0.001
S -0.3412 -1.5418 2.0547 0.3 0.7 0.1 -0.011
O -0.1857 -2.3662 0.8665 -0.3 -0.3 -0.1 0.004
O -0.0149 -2.1149 3.3443 -0.5 -0.1 -0.1 0.000
N 0.5552 -0.2696 1.7230 -1.0 -0.8 -0.1 -0.039
C 0.3480 0.9164 2.5193 1.2 0.2 -1.0 0.017
C 0.1435 2.1040 1.5751 -0.2 1.6 -0.4 0.012
O 0.0059 3.2188 2.0759 0.0 -0.4 0.0 0.009
O 0.1577 1.9132 0.2799 0.0 -0.7 0.7 0.001
H -6.9161 -1.4286 2.4183 0.4 1.0 -0.2 0.000
H -6.8145 -0.2410 1.1157 0.0 0.2 -0.4 0.000
H -6.7207 0.3142 2.7910 -0.3 0.4 0.3 0.000
H -4.5558 0.1828 0.1768 -0.4 0.4 -0.5 -0.017
H -2.1125 -0.1993 0.2449 0.0 0.1 -0.7 -0.175
H -2.3107 -1.7852 4.0965 -0.8 0.1 -0.1 0.001
H -4.8745 -1.4680 4.1404 0.3 0.3 -0.7 0.000
H 1.2596 1.1494 3.0972 -0.4 0.0 0.1 -0.001
H -0.4888 0.8273 3.1739 -0.6 0.2 0.7 -0.002
C 3.3890 -1.4551 -0.3971 1.2 -1.0 -2.1 0.027
C 4.9594 -1.4517 -0.5208 0.3 0.3 -0.3 0.010
N 5.4674 -0.0922 -0.3338 -0.1 -0.1 0.5 -0.001
C 4.9552 0.3759 0.9314 -0.9 -0.4 1.4 0.002
C 3.3745 0.4708 0.8986 0.5 1.5 -0.7 0.035
N 2.8465 -0.1145 -0.3710 0.7 0.0 0.4 -0.113
C 3.3903 0.6381 -1.5138 0.6 -0.4 0.4 0.000
C 4.9336 0.7463 -1.3747 -0.5 0.7 0.0 0.005
H 3.0775 -1.9386 0.4806 -0.5 -0.9 1.2 0.010
H 3.0409 -2.0224 -1.2871 -0.3 0.4 0.6 0.005
H 5.3087 -1.7786 -1.5260 -0.4 0.0 0.6 0.001
H 5.4784 -2.0528 0.2364 -0.4 -0.2 -0.2 -0.001
H 5.3647 1.3773 1.1798 0.0 -0.7 0.0 0.000
H 5.2124 -0.3947 1.7161 0.1 1.0 -0.6 0.000
H 3.0990 1.5593 0.8848 -0.1 -1.0 0.3 -0.002
H 2.9173 -0.0506 1.7353 -0.1 0.1 -0.1 0.000
H 2.8580 1.5638 -1.5433 -0.1 0.9 -0.1 0.023
H 3.1742 0.1213 -2.4327 -0.5 -0.4 -0.3 -0.003
H 5.2454 1.7677 -1.2032 0.1 0.4 0.2 0.000
H 5.4368 0.4360 -2.2515 0.3 -0.3 -1.3 0.000
O 0.1676 -0.2204 -2.2228 -0.5 0.5 -0.4 0.041
N -0.8546 0.3954 -2.9318 -0.2 0.1 0.1 0.284
C -1.9056 1.0687 -2.3051 -0.2 -0.2 -0.3 0.277
C -3.0563 1.3037 -3.0117 -0.2 0.1 -0.4 -0.089
C -3.1916 0.9838 -4.3916 0.5 -0.3 0.8 0.409
C -2.0826 0.3660 -5.0149 0.7 0.2 1.4 -0.090
C -0.9736 0.0702 -4.2626 -0.3 0.6 0.1 0.139
H -1.6936 1.5233 -1.3503 0.0 -0.2 0.2 -0.035
H -3.9140 1.8083 -2.5501 0.6 0.0 0.1 -0.008
H -4.0764 1.2774 -4.8994 -0.5 0.0 -0.5 0.045
H -1.9940 0.1785 -6.0542 -0.2 -0.1 -0.8 -0.008
H -0.0484 -0.2488 -4.6663 0.6 -0.6 -0.5 0.034
```
Forces are in eV/Å.

Output
energy relative to the best compared isomer or geometry (same formula, charge and spin) = 0.3007 eV
Kohn-Sham gap (spin up / spin down) = 4.833 / 8.081 eV
total energy = -2815.5944 Eh
<S²> = 8.781
total charge = -1
spin multiplicity = 6